240
Properties=species:S:1:pos:R:3 method="wB97M-V/def2-TZVPD" homo_lumo_gap_ev=8.71 multiplicity=1 total_charge=0 smiles=COCCNCCOC.COCCNCCOC.COCCNCCOC.COCCNCCOC.COCCNCCOC.COCCNCCOC.COCCNCCOC.COCCNCCOC.COCCNCCOC.CC(C)O.CC(C)O e_lumo_ha=0.0110 largest_force_ha_per_bohr=0.04553
C -5.98209 -7.61083 -4.25292
O -5.51872 -8.37916 -3.08978
C -4.14765 -8.69994 -3.08065
C -3.89737 -9.66498 -1.88518
N -4.11632 -9.02016 -0.56111
C -4.52433 -9.98884 0.45432
C -4.76576 -9.22442 1.76684
O -5.81258 -8.26916 1.70290
C -6.24592 -7.58753 2.88397
H -5.78877 -8.15366 -5.17815
H -5.43651 -6.66777 -4.21991
H -7.04683 -7.39854 -4.15622
H -3.51122 -7.81532 -3.05844
H -3.84562 -9.14225 -4.02999
H -2.87002 -10.02008 -1.80420
H -4.43924 -10.59610 -2.05095
H -4.85754 -8.34007 -0.65133
H -3.72967 -10.71472 0.62664
H -5.42121 -10.57401 0.25113
H -3.93729 -8.65792 2.19205
H -4.96228 -9.97730 2.53016
H -6.88647 -6.74627 2.61922
H -5.48585 -7.08201 3.47968
H -6.93290 -8.22003 3.44619
C -1.40794 -2.77345 1.97819
O -0.40756 -1.93362 1.47155
C 0.30446 -2.47880 0.37425
C 1.45048 -1.66516 -0.15905
N 2.65656 -1.76459 0.61954
C 2.64424 -0.95149 1.83548
C 2.66211 0.60697 1.53526
O 4.03577 1.03859 1.32069
C 4.09482 2.46974 1.08555
H -0.94554 -3.48438 2.66294
H -2.07131 -3.31230 1.30166
H -2.04013 -2.17127 2.63073
H -0.38866 -2.76229 -0.41778
H 0.71935 -3.46226 0.59511
H 1.04830 -0.66720 -0.33348
H 1.58519 -2.14952 -1.12619
H 3.53033 -1.50852 0.18243
H 3.52005 -1.16852 2.44700
H 1.69323 -1.20480 2.30399
H 2.22998 1.04271 2.43608
H 2.03746 0.83539 0.67169
H 5.07138 2.63957 0.63211
H 4.08186 2.92504 2.07582
H 3.24203 2.77266 0.47804
C 6.66195 -3.88212 7.93609
O 6.05634 -2.64866 8.35597
C 6.42131 -1.45761 7.58122
C 5.56125 -0.26678 8.07604
N 4.19747 -0.67523 7.89095
C 3.19932 0.21890 8.48587
C 1.80836 -0.40446 8.33278
O 1.71712 -1.58176 9.13396
C 0.39467 -2.18399 8.99948
H 7.74390 -3.80921 8.04638
H 6.30857 -4.06291 6.92094
H 6.37178 -4.73628 8.54789
H 6.24979 -1.67158 6.52627
H 7.48981 -1.31217 7.74013
H 5.85133 0.70716 7.68186
H 5.77171 -0.14188 9.13822
H 4.04148 -1.54032 8.38834
H 3.23077 1.20013 8.01227
H 3.31004 0.40529 9.55409
H 1.68828 -0.61175 7.26943
H 1.07425 0.34349 8.63232
H 0.40828 -2.99581 9.72671
H 0.20830 -2.55457 7.99149
H -0.34156 -1.42894 9.27508
C 1.53123 -11.85624 -8.97705
O 2.44218 -12.66510 -8.26820
C 1.96273 -13.72858 -7.45589
C 3.00352 -14.24592 -6.48825
N 3.14554 -13.51252 -5.25830
C 3.35971 -12.12260 -5.53502
C 3.55743 -11.35922 -4.25755
O 3.73496 -10.03032 -4.48933
C 3.61910 -9.21792 -3.32906
H 0.74579 -11.40717 -8.36918
H 1.03916 -12.46948 -9.73196
H 2.03623 -11.06848 -9.53606
H 1.58498 -14.52095 -8.10208
H 1.13834 -13.29665 -6.88854
H 3.94002 -14.30505 -7.04284
H 2.74125 -15.24980 -6.15428
H 4.05449 -13.80911 -4.93279
H 2.51926 -11.71946 -6.10001
H 4.29043 -12.18343 -6.09908
H 4.44710 -11.74893 -3.76288
H 2.69139 -11.52270 -3.61620
H 3.79510 -8.17734 -3.60167
H 4.25573 -9.49955 -2.49032
H 2.59837 -9.35496 -2.97207
C 1.63561 8.85115 8.25389
O 0.21083 8.71317 8.42271
C -0.52742 8.89043 7.24339
C -1.97337 8.43509 7.49545
N -2.52208 9.33620 8.49046
C -3.60856 8.72754 9.28332
C -3.89776 9.56346 10.52823
O -2.71877 9.82816 11.31721
C -3.09316 10.65395 12.39223
H 1.91671 8.26904 7.37627
H 2.19205 8.55645 9.14362
H 1.91073 9.86952 7.97943
H -0.08861 8.33788 6.41258
H -0.47247 9.93338 6.93136
H -1.97033 7.39202 7.81182
H -2.54640 8.47076 6.56892
H -1.76510 9.49790 9.13925
H -3.40467 7.69425 9.56410
H -4.53439 8.66326 8.71165
H -4.62543 8.96428 11.07556
H -4.36277 10.48961 10.19041
H -3.78985 11.47256 12.21169
H -2.15004 10.95224 12.85009
H -3.55981 9.94750 13.07871
C -11.51275 -1.36406 -7.01064
O -11.81458 -0.75600 -5.73049
C -10.73423 -0.82012 -4.79487
C -10.95808 0.19301 -3.66044
N -12.15151 -0.04765 -2.81992
C -12.03788 -1.29735 -2.03946
C -10.83286 -1.32533 -1.03488
O -9.53635 -1.63598 -1.56270
C -9.41247 -2.98139 -2.05636
H -12.46029 -1.42303 -7.54614
H -11.19307 -2.40605 -6.99857
H -10.76589 -0.76210 -7.52828
H -9.81102 -0.56461 -5.31498
H -10.59535 -1.85114 -4.46958
H -11.09191 1.19086 -4.07817
H -10.11249 0.36599 -2.99475
H -12.91126 -0.13705 -3.47937
H -12.05445 -2.09207 -2.78528
H -12.93320 -1.41598 -1.42919
H -11.11084 -1.98500 -0.21289
H -10.54572 -0.36189 -0.61362
H -8.55680 -3.12028 -2.71716
H -10.18209 -3.27844 -2.76877
H -9.45244 -3.70497 -1.24216
C -0.26696 6.68444 -5.78423
O 0.19185 7.50476 -6.85244
C 0.06619 8.94002 -6.70398
C 0.55486 9.69234 -7.92588
N -0.34407 9.42935 -9.07349
C 0.19782 9.90088 -10.30563
C -0.66104 9.53770 -11.51939
O -0.83372 8.16281 -11.60729
C -1.77021 7.72288 -12.58032
H -1.35238 6.69819 -5.68536
H 0.32338 6.85030 -4.88307
H 0.05714 5.68392 -6.07065
H 0.58822 9.35248 -5.84058
H -0.99730 9.15055 -6.59116
H 1.57575 9.41003 -8.18310
H 0.59664 10.77260 -7.78668
H -0.37114 8.41995 -9.09569
H 1.18778 9.45004 -10.37523
H 0.44450 10.96155 -10.25847
H -0.19940 10.02167 -12.38007
H -1.63502 10.01824 -11.42686
H -2.77606 8.11813 -12.43845
H -1.90365 6.64124 -12.56162
H -1.48058 7.97582 -13.60025
C -2.84895 2.74709 -1.08842
O -4.01220 2.81947 -1.88899
C -4.65661 1.59654 -2.14847
C -4.61119 1.18093 -3.62713
N -3.23477 0.79037 -3.88379
C -2.95213 0.50052 -5.31470
C -3.36780 1.58903 -6.30561
O -4.70560 1.26130 -6.71048
C -5.08692 2.03183 -7.79095
H -3.10385 2.89734 -0.03935
H -2.15395 3.54875 -1.33824
H -2.38191 1.76475 -1.15903
H -5.68367 1.74490 -1.81495
H -4.39512 0.77768 -1.47825
H -4.88753 2.01694 -4.26964
H -5.30853 0.35024 -3.73561
H -2.57691 1.29712 -3.30888
H -3.39236 -0.44498 -5.63145
H -1.87829 0.41206 -5.47947
H -2.57795 1.51615 -7.05323
H -3.30971 2.59339 -5.88609
H -5.16091 3.02251 -7.34244
H -6.11083 1.81092 -8.09246
H -4.47952 2.00660 -8.69566
C 11.00693 6.94139 3.82746
O 10.65169 8.29682 3.63154
C 9.26152 8.49397 3.26886
C 8.96314 10.02955 3.14744
N 7.57554 10.32767 2.77167
C 7.20137 10.19742 1.33993
C 5.74695 10.57973 1.09531
O 4.79348 9.59307 1.41875
C 3.46698 10.16276 1.42255
H 10.74705 6.38323 2.92801
H 10.53630 6.48395 4.69773
H 12.08683 6.91140 3.97243
H 8.61559 8.11429 4.06051
H 8.96950 8.07659 2.30522
H 9.66073 10.57886 2.51521
H 9.10509 10.42019 4.15509
H 7.32228 11.25932 3.06828
H 7.37727 9.21057 0.91182
H 7.77807 10.89151 0.72859
H 5.64595 10.90593 0.06018
H 5.56410 11.47823 1.68467
H 3.14614 10.60358 0.47871
H 3.40932 10.98452 2.13631
H 2.76519 9.36984 1.68116
C 9.70328 -3.48857 -0.29641
C 9.14395 -2.27058 0.49243
C 10.20669 -1.43606 1.32112
O 8.51390 -1.38535 -0.41511
H 10.23738 -3.14235 -1.18126
H 8.86316 -4.09761 -0.63013
H 10.35256 -4.07115 0.35716
H 8.34581 -2.67168 1.11709
H 10.94013 -1.03855 0.61959
H 10.62128 -2.05686 2.11536
H 9.83828 -0.57505 1.87884
H 8.01547 -0.68899 0.01877
C 1.93271 -8.11241 4.16897
C 2.32858 -6.72831 4.62049
C 2.86132 -6.63781 6.09018
O 3.29954 -6.22002 3.77587
H 2.83839 -8.70722 4.05046
H 1.34963 -8.18295 3.25075
H 1.30320 -8.41457 5.00595
H 1.46638 -6.06190 4.59592
H 3.67000 -7.33608 6.30595
H 2.06050 -6.86326 6.79442
H 3.13536 -5.58397 6.13935
H 2.92978 -5.54244 3.20513